Molecular formula: C19H64N8O13
Method: DFT, wB97M-V/def2-TZVPD

Geometry as XYZ:
```
104
Properties=species:S:1:pos:R:3:forces:R:3:lowdin_charge:R:1
O -3.9547 -2.0257 -1.9696 -0.8 0.6 -0.9 -0.103
O -0.3584 -6.7580 0.5436 -1.4 5.2 1.1 -0.124
O -4.0968 1.8198 -5.6849 -0.7 0.6 -0.3 -0.032
O -0.7297 -1.7123 0.7638 4.7 3.9 -2.5 -0.190
O 2.3652 -2.9376 2.3492 1.0 0.3 -2.3 -0.123
O 3.8486 0.0043 -0.7145 -2.5 1.6 0.7 -0.049
O -5.1348 -0.9533 2.8948 3.2 -0.7 -5.1 -0.107
O 1.7674 1.6320 -2.2265 0.8 -4.5 -4.8 -0.121
O 2.4871 0.6742 2.1739 -0.1 1.8 -0.3 -0.115
O -2.4142 1.5182 -1.0693 0.3 -0.4 -0.9 -0.149
O 3.6006 3.5249 1.1156 0.3 2.3 -0.1 -0.081
O -1.0496 5.6271 -0.1928 -1.7 -0.9 1.0 -0.086
O 0.1478 0.2743 4.8515 0.7 -1.8 1.3 -0.084
N -1.6238 -5.0885 1.5523 -4.2 0.2 3.6 0.163
N 2.6244 0.7121 -4.2661 3.6 0.7 -3.5 0.170
N -4.9558 -0.9517 0.5456 -2.6 1.6 -0.8 0.170
N 1.5155 -1.1068 0.4015 5.4 -1.8 0.0 0.185
N 1.0762 -0.3530 -3.2759 -3.4 -3.0 2.5 0.165
N 0.0503 0.0866 -0.6508 -2.7 2.3 -1.4 0.198
N -0.0150 -4.4964 0.2407 4.9 3.2 -2.9 0.145
N -3.2155 -1.6118 1.6907 2.1 -2.2 4.3 0.147
C -2.0268 0.4820 3.8235 1.2 1.9 -0.7 -0.070
C -0.5290 0.1149 3.6385 -1.3 0.3 -0.2 -0.310
C 0.2938 -0.8695 0.1830 -7.0 -4.1 2.1 -0.508
C 2.8164 -0.0970 3.2660 1.2 -2.3 1.1 -0.186
C -2.4942 1.5715 0.3070 -0.4 1.3 2.2 -0.174
C -0.3792 3.6139 -1.2905 1.4 0.0 -2.1 -0.127
C -0.6574 -5.4623 0.7888 2.6 -7.9 -2.0 -0.732
C 2.7059 5.1906 -0.4271 -1.2 -0.3 0.9 -0.075
C -1.3724 4.6954 -1.2440 -0.7 0.5 0.0 -0.308
C 2.8530 3.7015 -0.0899 0.6 -0.8 -0.3 -0.319
C -3.2262 1.2234 -4.7952 1.8 -1.0 0.3 -0.366
C 3.8964 -1.9649 -2.1794 -1.6 1.7 0.4 -0.050
C 1.4263 -3.5640 3.1237 -1.3 0.6 2.7 -0.296
C 1.8725 0.6663 -3.2316 -1.3 4.9 5.1 -0.625
C -2.7027 -1.4497 -1.7070 0.6 -1.1 0.4 -0.162
C -2.3263 2.1833 -4.1039 0.6 1.0 0.3 -0.093
C 2.0784 -3.5750 4.5491 -0.3 -0.8 -0.2 -0.048
C 4.6516 -0.8646 -1.2934 2.3 -4.6 -3.6 -0.345
C -4.4363 -1.1382 1.7503 -3.5 0.5 4.9 -0.637
H -2.8561 2.9463 -3.5399 -0.3 0.1 0.2 0.077
H -1.9605 -2.2685 -1.5977 0.1 0.7 -0.4 0.101
H -3.5152 1.6310 0.6202 -0.8 -0.6 0.4 0.089
H 5.2860 -1.3924 -0.5785 0.0 -0.3 0.2 0.117
H 1.2165 -1.2517 -3.7481 0.2 1.0 0.2 0.132
H -1.9762 0.7975 0.8667 -0.1 -0.6 -0.7 0.059
H 3.0103 -2.3823 -1.6251 0.8 0.3 -0.5 0.067
H -1.7455 2.7301 -4.8126 0.5 0.5 -0.7 0.077
H 2.3204 5.3950 -1.4366 0.4 -0.3 0.2 0.070
H 0.5622 -0.3987 -2.3796 -0.1 -0.6 -1.0 0.081
H -2.1903 1.4975 4.2333 0.6 -0.1 -0.3 0.086
H -1.7140 5.3115 0.4827 1.5 1.2 -0.6 0.103
H -1.3984 5.2419 -2.2212 -0.3 -0.4 0.8 0.133
H 3.2914 0.4010 4.1309 -0.6 0.6 -0.7 0.102
H -5.8327 -0.4582 0.5368 -0.1 -0.1 0.1 0.117
H 3.5583 2.6220 1.3405 -0.3 -1.7 0.6 0.011
H 3.3453 1.4321 -4.2710 -0.3 -0.5 -0.5 0.138
H -0.5339 -0.9347 3.2151 0.6 0.9 1.0 0.096
H -2.4952 -0.7278 -2.4923 0.2 -0.1 0.0 0.075
H 4.5157 -2.7947 -2.4507 0.6 -0.3 0.0 0.057
H -0.9075 0.3965 -0.8544 0.5 -0.5 0.2 0.083
H 2.1477 -2.6154 5.0137 0.3 1.1 -0.3 0.058
H -3.0795 2.1052 -1.4412 0.2 -0.1 -0.1 0.093
H 2.3245 -0.8394 -0.2487 -1.6 0.2 1.2 0.127
H 4.4133 0.5031 -0.1533 0.1 1.2 1.1 0.104
H -0.5523 2.9133 -2.0966 -0.4 -0.2 0.0 0.048
H 0.0689 0.7434 2.9618 -0.9 -0.1 -0.7 0.104
H -4.7306 1.1472 -5.9418 -0.2 0.1 -0.2 0.092
H -1.6664 -4.2131 2.0978 0.2 -0.8 -1.0 0.114
H -0.1879 3.0782 -0.4060 -0.2 -0.5 1.3 0.051
H 3.2089 -3.3491 2.5113 0.5 -0.1 -0.1 0.096
H 5.3550 -0.4431 -2.0175 0.1 0.6 0.0 0.114
H -2.1960 -5.8580 1.9036 0.4 0.5 0.0 0.128
H 0.5339 -2.8791 3.0294 0.6 -0.8 0.6 0.108
H -2.8091 -1.9642 2.6190 -0.9 1.1 -2.1 0.149
H 1.8523 3.2661 0.0886 0.5 0.1 -0.5 0.087
H 3.5632 -0.8504 2.9624 0.2 0.1 0.1 0.072
H 2.0014 -0.7291 3.6391 -0.1 0.6 0.0 0.049
H 1.8817 5.5194 0.2447 0.6 0.3 -0.3 0.079
H -4.0586 -2.7872 -1.4182 -0.1 -0.8 0.4 0.080
H -2.5012 0.4833 2.8648 -0.5 -0.1 -0.4 0.019
H 1.1023 -4.5536 2.7973 0.3 -0.1 -0.2 0.103
H 3.4062 3.0897 -0.8400 -0.8 0.6 -0.1 0.100
H 0.9458 -4.6941 -0.2311 -2.8 0.3 1.3 0.170
H 1.7324 -1.8940 0.9969 0.1 -0.3 0.3 0.088
H -0.2695 -3.5077 0.4449 0.3 -0.6 -0.2 0.061
H -2.7249 -0.9599 -0.7419 0.3 0.5 -0.1 0.019
H 3.5005 -1.5204 -3.1579 0.6 -0.5 1.5 0.058
H 2.0716 0.0897 1.5266 0.0 0.1 0.1 0.011
H 0.5708 4.0162 -1.6067 0.4 0.4 0.2 0.059
H 3.5948 5.7883 -0.2185 0.0 -0.2 -0.1 0.072
H -2.6016 -0.0948 4.4987 -0.2 -1.3 0.5 0.065
H 0.7291 0.7990 -0.9329 0.6 0.0 -0.1 0.088
H -2.0861 2.4736 0.7736 0.5 0.4 -0.5 0.086
H -3.6847 0.6800 -4.0071 -1.2 -0.8 0.6 0.090
H -1.5900 1.7368 -3.4268 -0.4 -0.4 -0.2 0.057
H 3.0887 -4.0316 4.5272 -0.4 0.3 -0.4 0.086
H -2.5688 0.5115 -5.3124 -0.1 -0.2 -0.1 0.120
H -2.5399 -1.4881 0.9782 0.7 0.1 -0.7 0.010
H -4.5605 -1.0656 -0.3660 0.5 -0.4 0.0 0.053
H 1.5983 -4.1162 5.3382 -0.9 -0.8 0.1 0.062
H 2.5724 -0.0516 -4.9988 0.3 1.8 1.4 0.161
H 0.1418 1.1749 5.1611 -0.3 0.5 -0.2 0.088
H -2.3569 4.2574 -0.9748 0.1 0.4 -0.7 0.102
```
Positions in Å, forces in eV/Å.

Output
- Orbital gap: 8.7052 eV
- ΔE to the lowest compared entry with this formula, charge and spin: 9.251 eV
- E: -2178.31095 Ha


Molecular formula: C19H69BNO20S2
Method: DFT, wB97M-V/def2-TZVPD

Geometry as XYZ:
```
112
Properties=species:S:1:pos:R:3:forces:R:3:lowdin_charge:R:1
S -0.0458 1.6385 -0.8674 1.2 0.8 -0.4 0.704
S -1.8444 -1.4612 0.8556 0.1 0.1 0.1 1.130
O -1.8051 -2.5647 -3.9595 0.1 0.0 0.2 -0.144
O 3.9302 0.8865 -0.5392 0.0 -0.2 0.0 -0.150
O 9.7806 -0.7087 5.2188 0.1 -0.1 0.0 -0.123
O -2.8421 1.4058 -4.3783 -0.1 -0.1 0.2 -0.142
O -5.5169 -2.2806 2.2550 -0.1 0.0 -0.2 -0.161
O 7.5119 4.3704 -0.9731 -0.2 0.0 0.0 -0.134
O 1.2855 2.0919 -0.5941 0.3 0.0 0.3 -0.324
O 7.1816 -2.1974 2.5944 -0.1 0.1 0.0 -0.140
O -5.7896 1.4406 -0.1378 0.5 -0.3 0.1 0.241
O -4.9227 1.6887 -2.3076 -0.6 -0.3 0.0 0.236
O -0.6329 2.0769 -2.1005 -0.8 -0.3 -0.1 -0.322
O 2.1240 0.1403 2.1875 -0.1 0.1 -0.3 -0.146
O -3.3798 3.0397 1.3990 0.1 -0.2 -0.2 -0.129
O -4.8688 -0.4999 -1.2867 0.0 0.0 0.0 0.139
O 4.3670 -2.5111 0.3542 0.1 0.1 0.0 -0.130
O 10.0527 2.4479 2.0563 -0.1 0.0 -0.2 -0.128
O -8.3381 -1.9580 -0.7836 0.0 0.1 0.0 -0.126
O -3.5628 -6.0657 2.4493 -0.1 0.0 0.0 -0.125
O -4.3512 -0.2225 5.2221 0.0 0.0 0.0 -0.144
O -4.0546 5.2674 -6.6678 0.0 -0.1 0.1 -0.127
N -3.6185 -0.7379 -0.8005 0.0 0.1 0.5 -0.123
C 0.0624 -0.1414 -0.8136 -0.5 -0.1 1.0 -0.228
C -5.9443 -2.6072 3.5885 0.0 -0.1 0.0 -0.099
C -1.2228 -0.9665 -0.8143 -0.1 -0.3 -0.4 -0.468
C -2.5823 2.1846 -5.5529 0.0 0.0 0.1 -0.111
C -4.8272 -6.5886 2.8500 0.2 0.2 0.0 -0.159
C -1.6903 -3.2040 -5.2370 0.0 0.0 0.0 -0.122
C -2.4321 -0.4207 -1.5857 -0.1 -0.4 -1.4 -0.082
C -8.8703 -1.2796 -1.9217 0.2 0.0 0.0 -0.142
C -5.2521 4.6934 -6.1589 0.1 0.2 0.0 -0.164
C -3.4993 3.7326 0.1545 -0.1 0.0 0.2 -0.132
C 5.0570 0.9929 -1.4155 -0.2 0.2 0.1 -0.116
C 6.3629 5.1829 -0.7536 0.3 0.0 0.1 -0.163
C -5.1468 0.0905 6.3660 0.1 0.0 -0.1 -0.143
C -3.4545 -1.2676 0.3595 0.2 0.1 0.2 -0.278
C 10.3286 1.8651 0.7855 0.0 0.0 0.2 -0.156
C 10.1234 -1.1972 3.9228 -0.3 0.2 0.2 -0.139
C 4.2967 -2.8778 -1.0194 0.0 0.2 0.2 -0.148
C 6.4636 -2.7634 3.6873 0.0 0.0 -0.2 -0.142
C 3.2515 0.2076 3.0577 0.0 0.0 -0.1 -0.136
B -5.2140 0.9271 -1.2400 0.1 0.3 -0.4 -0.777
H -6.8528 -2.0620 3.8436 0.0 0.0 0.0 0.090
H -9.9508 -1.3859 -1.9158 0.0 -0.1 0.1 0.083
H -5.6202 -6.2341 2.1854 -0.1 -0.1 0.1 0.073
H -8.6249 -0.2145 -1.8861 -0.1 0.0 -0.1 0.075
H -1.5128 2.2113 -5.7662 0.0 0.0 -0.1 0.086
H 9.8073 0.9102 0.6762 0.0 0.0 -0.1 0.074
H 10.3797 1.8359 2.7209 0.0 0.1 0.1 0.050
H -4.8263 1.1809 -3.1268 0.5 0.3 -0.2 0.118
H -6.1235 -3.6803 3.6685 0.0 0.0 0.0 0.077
H 10.4462 -0.3721 3.2795 0.1 -0.1 -0.1 0.059
H 4.2108 -3.9600 -1.0692 0.0 0.0 0.0 0.080
H 5.5966 4.8780 -1.4627 0.0 0.0 0.0 0.070
H 4.7561 0.7897 -2.4459 0.1 0.0 0.0 0.083
H -7.3841 -1.8562 -0.8218 0.0 0.0 0.0 0.044
H -6.2245 -2.5382 1.6537 -0.1 -0.1 0.1 0.083
H 6.1510 -3.7840 3.4563 0.0 0.0 0.1 0.081
H 3.5164 1.2427 3.2815 0.0 0.0 0.0 0.085
H -0.9631 -1.9133 -1.2846 0.1 0.0 0.1 0.104
H 6.6050 6.2352 -0.9200 -0.2 0.0 0.0 0.077
H -1.2606 -3.0640 -3.3448 0.0 -0.1 -0.1 0.065
H -4.1421 6.2235 -6.6396 0.0 0.0 0.0 0.077
H 9.0544 -0.0888 5.1153 0.0 0.0 0.0 0.069
H 9.2705 -1.7037 3.4720 0.1 0.0 -0.2 0.052
H -2.0494 -4.2329 -5.1913 0.0 0.0 0.0 0.083
H -8.4827 -1.7165 -2.8450 -0.1 0.1 -0.1 0.080
H -2.5299 -0.9751 -2.5251 0.0 0.0 0.0 0.131
H 4.1172 -0.2976 2.6230 0.0 0.0 0.0 0.065
H -2.9534 3.2023 -5.4329 0.0 0.0 -0.1 0.065
H -5.0529 -6.3069 3.8816 -0.1 -0.1 0.0 0.075
H 5.1987 -2.5636 -1.5496 -0.1 -0.1 -0.1 0.080
H 6.5885 -2.1845 1.8368 0.0 -0.1 -0.1 0.051
H -5.1507 -2.3145 4.2683 0.0 0.1 -0.1 0.067
H 2.9783 -0.2956 3.9817 0.0 0.0 0.0 0.082
H 5.7967 0.2579 -1.1069 0.0 0.0 0.0 0.077
H -4.2924 -1.5514 1.0022 0.0 0.0 0.1 0.092
H 0.6234 -0.3552 0.1017 0.1 0.0 -0.1 0.092
H 2.3746 0.5826 1.3666 0.2 0.0 0.1 0.029
H -6.1197 4.9754 -6.7597 0.0 0.0 0.0 0.080
H 5.9830 5.0512 0.2631 -0.1 0.1 0.0 0.077
H 8.1809 4.6473 -0.3410 0.1 -0.1 0.0 0.070
H 4.4368 -1.5497 0.3861 -0.2 0.0 0.0 0.044
H -4.6278 -0.1668 7.2910 0.0 0.0 0.0 0.082
H 5.4978 1.9887 -1.3480 0.1 -0.1 -0.1 0.074
H 9.9748 2.5473 0.0165 0.0 0.0 0.0 0.067
H 3.2761 1.5364 -0.8182 -0.1 0.0 0.1 0.032
H -2.3758 1.8338 -3.6514 0.1 0.1 -0.1 0.034
H -3.5439 0.2957 5.2762 0.0 0.0 0.0 0.074
H -4.0446 3.3879 1.9994 0.0 0.0 0.1 0.082
H -4.4781 3.5621 -0.2932 0.0 0.1 -0.1 0.069
H -3.3289 4.8030 0.2767 0.0 0.0 -0.1 0.091
H -2.3071 -2.6413 -5.9312 0.0 0.0 0.0 0.083
H -3.6098 -5.1088 2.5143 0.0 0.0 0.0 0.053
H -5.1333 3.6136 -6.2055 0.0 0.0 0.0 0.062
H 5.5849 -2.1595 3.9294 0.0 -0.1 0.1 0.066
H -5.4184 4.9886 -5.1190 -0.1 -0.1 0.0 0.079
H 10.9449 -1.8996 4.0374 0.0 0.0 0.1 0.084
H 7.1324 -2.7794 4.5451 0.0 0.0 0.0 0.079
H 11.4034 1.7153 0.6578 0.0 0.0 -0.1 0.079
H -2.7399 3.3238 -0.5109 0.0 0.1 -0.1 0.060
H 0.7015 -0.3972 -1.6583 0.0 0.2 -0.1 0.131
H -5.5605 0.9040 0.6308 -0.5 0.1 0.3 0.124
H -5.4150 1.1487 6.3844 0.0 0.0 0.0 0.079
H -0.7976 2.0887 0.1725 -0.3 -0.5 0.0 0.101
H 3.4175 -2.4214 -1.4844 0.0 -0.1 -0.2 0.067
H -0.6576 -3.1922 -5.5876 0.0 0.0 0.0 0.083
H -6.0571 -0.5004 6.2985 0.0 0.0 0.0 0.075
H -3.0990 1.7099 -6.3828 0.0 0.0 0.0 0.086
H -4.7698 -7.6712 2.7846 0.0 0.0 0.0 0.081
H -2.3947 0.6171 -1.9086 -0.1 0.2 0.6 0.102
```
Positions in Å, forces in eV/Å.

Output
- Orbital gap: 7.5487 eV
- Net charge: +1
- E: -3145.63178 Ha